ORCA calculation (ωB97M-V/def2-TZVPD) on one molecule with the formula C5H8N2.

Computed properties:
**HOMO energy**: -8.8 eV
**Total charge**: 0
**Gap between HOMO and LUMO**: 9.68 eV
**Spin multiplicity**: 1
**Energy relative to the best compared isomer or geometry (same formula, charge and spin)**: 0.149 eV
**LUMO**: 0.928 eV

Each line ends with the natural charge from an NBO analysis.
Atoms and positions in Å:
C  1.33714  1.41264  -0.44848  -0.62
C  1.09402  -0.07732  -0.66853  -0.20
N  -0.12478  -0.52252  -0.01772  -0.35
C  -1.42083  -0.22716  -0.37204  -0.12
C  -2.19565  -0.69562  0.65315  -0.09
N  -1.41808  -1.26298  1.63171  -0.46
C  -0.18985  -1.13515  1.19508  0.16
H  0.67835  2.02749  -1.07155  0.21
H  1.14206  1.65735  0.60052  0.22
H  2.37548  1.66652  -0.67910  0.22
H  1.91131  -0.66668  -0.24041  0.21
H  1.04303  -0.32195  -1.73431  0.20
H  -1.66601  0.27110  -1.29991  0.22
H  -3.27318  -0.65970  0.74454  0.21
H  0.70700  -1.46603  1.70705  0.19

Force components x, y, z for each atom (eV/Å):
0.005 0.041 0.029
0.078 -0.043 -0.047
-0.113 -0.065 0.130
-0.003 0.000 0.025
-0.182 0.030 -0.045
0.107 0.043 -0.180
0.113 -0.002 0.032
0.105 -0.125 0.125
0.089 0.020 -0.148
-0.138 0.020 -0.028
-0.114 0.094 -0.065
-0.003 0.028 0.132
0.051 -0.080 0.160
0.165 -0.007 -0.050
-0.159 0.045 -0.069

---

ORCA calculation (ωB97M-V/def2-TZVPD) on a 2-piece molecular cluster, C2H5ClS overall.

Computed properties:
**HOMO energy**: -9.8 eV
**Total charge**: 0
**Gap between HOMO and LUMO**: 10.64 eV
**Spin multiplicity**: 1
**Energy relative to the best compared isomer or geometry (same formula, charge and spin)**: 1.297 eV
**LUMO**: 0.857 eV

Each line ends with the natural charge from an NBO analysis.
Atoms and positions in Å:
C  -1.00814  0.62130  0.17577  -0.41
C  -1.15047  -0.45389  -0.54090  -0.24
Cl  -0.79040  -1.89002  0.35298  -0.01
H  -0.78650  0.86192  1.25973  0.22
H  -1.29707  1.62624  -0.21770  0.20
H  -1.46470  -0.41665  -1.63715  0.24
S  3.92190  0.45353  -0.00384  -0.23
H  2.83847  -0.12968  0.20754  0.12
H  3.26378  1.42258  -0.37804  0.11

Force components x, y, z for each atom (eV/Å):
-0.778 4.438 1.254
-0.020 -0.190 -0.647
-0.081 -1.013 -0.694
0.059 -1.595 -1.254
0.308 -0.993 -0.475
0.539 -0.637 1.818
4.233 -1.522 0.623
-2.515 -1.822 0.661
-1.747 3.336 -1.286

---

ORCA calculation (ωB97M-V/def2-TZVPD) on a 2-piece molecular cluster, H4I2Si2 overall.

Computed properties:
**HOMO energy (spin up / spin down)**: -7.1 / -9.1 eV
**Total charge**: 0
**Gap between HOMO and LUMO (spin up / spin down)**: 7.12 / 6.35 eV
**Spin multiplicity**: 3
**Energy relative to the best compared isomer or geometry (same formula, charge and spin)**: 0.575 eV
**LUMO (spin up / spin down)**: 0.000 / -2.757 eV

Each line ends with the natural charge from an NBO analysis.
Atoms and positions in Å:
Si  1.17269  2.22218  -2.50912  0.77
Si  3.79004  -1.63003  1.58979  0.36
I  2.16011  -2.72777  0.04704  -0.20
I  2.04137  1.20093  -0.23738  -0.31
H  0.70218  3.51782  -2.60850  -0.16
H  2.30195  1.66827  -3.11385  -0.14
H  -0.13154  1.52434  -2.69538  -0.15
H  4.39157  -0.72140  0.57025  -0.15

Force components x, y, z for each atom (eV/Å):
-1.124 -2.737 2.522
-0.686 -0.340 -1.102
0.321 -0.103 0.712
-0.684 1.089 -0.936
0.189 2.274 0.018
1.077 -0.100 -1.472
0.488 -0.292 -0.182
0.420 0.209 0.440